[1]
11 unconnected molecules or ions with the total composition C29H79NO21 in a non-equilibrium geometry. Source: OMol25; level of theory: ωB97M-V/def2-TZVPD.

F_max in eV/A: 5.9
E in Ha: -2786.72541
Gap between HOMO and LUMO in eV: 8.42
SMILES string: CC1(C)CCCC(C)(C)N1O.OCCO.OCCO.OCCO.OCCO.OCCO.OCCO.OCCO.OCCO.OCCO.OCCO
Energy relative to the best compared isomer or geometry (same formula, charge and spin) in kJ/mol: 591.4
Charge: 0

Last column: Mulliken charge in e.
Cartesian coordinates (Å):
C1 2.53 5.59 -1.10  -2.00
C2 1.07 5.45 -1.57  1.50
C3 0.11 6.36 -0.63  -1.25
C4 1.12 6.02 -2.95  -1.19
C5 -0.08 5.93 -3.80  -0.90
C6 -0.78 4.52 -3.88  -1.26
C7 -0.79 3.78 -2.49  1.83
C8 -2.12 4.25 -1.71  -1.58
C9 -0.98 2.31 -2.90  -2.22
N1 0.47 4.06 -1.77  -0.40
O1 0.76 3.20 -0.68  1.39
H1 2.63 5.11 -0.12  0.36
H2 3.30 5.09 -1.69  0.38
H3 2.75 6.65 -0.96  0.44
H4 -0.07 5.81 0.29  0.10
H5 0.56 7.23 -0.16  0.46
H6 -0.87 6.70 -0.97  0.23
H7 1.34 7.09 -2.95  0.32
H8 1.97 5.69 -3.56  0.49
H9 -0.83 6.72 -3.74  0.41
H10 0.21 6.11 -4.84  0.39
H11 -0.48 3.87 -4.70  0.52
H12 -1.79 4.74 -4.22  0.39
H13 -2.93 3.60 -2.06  0.53
H14 -2.32 5.31 -1.84  0.36
H15 -2.18 3.85 -0.70  0.06
H16 -1.14 1.71 -2.00  0.01
H17 -0.15 1.85 -3.44  0.43
H18 -1.80 2.27 -3.62  0.66
H19 1.32 2.51 -1.06  -0.26
O2 -3.11 -5.65 -2.33  -0.60
C10 -2.05 -4.99 -2.91  -0.46
C11 -1.89 -3.54 -2.24  0.58
O3 -0.71 -2.92 -2.76  -0.46
H20 -3.11 -5.65 -1.37  0.28
H21 -1.23 -5.61 -2.55  0.18
H22 -1.91 -4.99 -3.99  0.36
H23 -1.92 -3.74 -1.17  -0.58
H24 -2.71 -2.88 -2.53  0.41
H25 -0.96 -2.34 -3.48  0.23
O4 -4.40 0.21 0.25  -0.53
C12 -4.67 -1.00 -0.50  -0.04
C13 -4.69 -0.61 -2.03  -0.68
O5 -3.29 -0.43 -2.31  -0.35
H26 -4.80 0.05 1.11  0.28
H27 -3.88 -1.74 -0.37  -0.02
H28 -5.64 -1.41 -0.21  0.53
H29 -5.33 0.19 -2.40  0.36
H30 -4.98 -1.49 -2.60  0.34
H31 -3.08 0.28 -1.71  0.14
O6 -1.25 0.85 5.06  -0.38
C14 -2.55 0.48 5.37  -0.31
C15 -3.08 1.70 6.31  -0.58
O7 -3.37 2.70 5.48  -0.48
H32 -1.37 1.75 4.75  0.24
H33 -3.16 0.36 4.48  0.13
H34 -2.54 -0.47 5.91  0.39
H35 -2.42 1.81 7.17  0.25
H36 -4.06 1.37 6.66  0.37
H37 -2.63 3.29 5.61  0.41
O8 1.98 0.45 -1.36  -0.35
C16 3.31 0.24 -1.16  0.20
C17 4.12 1.56 -0.99  -0.66
O9 3.95 2.07 0.28  -0.53
H38 1.48 -0.32 -1.07  0.09
H39 3.51 -0.38 -0.29  -0.13
H40 3.75 -0.33 -1.97  0.20
H41 3.85 2.18 -1.85  0.16
H42 5.19 1.42 -1.12  0.52
H43 3.03 2.06 0.54  0.30
O10 -1.16 4.04 4.94  -0.56
C18 -0.85 4.73 3.73  -0.81
C19 -0.98 3.77 2.52  0.29
O11 0.03 2.75 2.17  -0.18
H44 -0.39 3.63 5.35  0.28
H45 -1.53 5.56 3.58  0.35
H46 0.19 4.96 3.94  0.30
H47 -0.97 4.41 1.64  -0.20
H48 -1.87 3.15 2.41  0.40
H49 0.18 2.84 1.22  -0.03
O12 0.91 -1.73 -0.16  0.02
C20 -0.40 -1.21 0.15  0.27
C21 -0.27 -0.23 1.31  0.37
O13 -0.25 -0.85 2.57  -0.53
H50 0.83 -2.69 -0.15  -0.12
H51 -0.84 -0.55 -0.60  0.02
H52 -1.10 -1.98 0.49  -0.12
H53 -1.08 0.48 1.13  0.21
H54 0.68 0.28 1.23  -0.08
H55 0.12 -0.29 3.24  0.13
O14 -0.89 -6.02 2.83  -0.56
C22 -1.39 -4.78 2.33  0.44
C23 -2.76 -4.92 1.76  -0.51
O15 -2.91 -6.00 0.77  -0.42
H56 -1.62 -6.62 3.00  0.34
H57 -1.51 -4.13 3.20  0.33
H58 -0.82 -4.26 1.57  -0.39
H59 -2.91 -3.93 1.34  0.05
H60 -3.41 -5.05 2.62  0.44
H61 -2.66 -6.85 1.13  0.32
O16 2.00 -5.40 -5.40  -0.58
C24 2.81 -4.21 -5.22  -0.57
C25 3.39 -4.12 -3.83  -0.29
O17 2.16 -4.07 -2.98  -0.48
H62 1.13 -5.26 -5.01  0.33
H63 3.62 -4.32 -5.95  0.41
H64 2.33 -3.26 -5.46  0.22
H65 4.07 -3.30 -3.62  0.29
H66 3.91 -4.99 -3.42  0.29
H67 2.30 -3.72 -2.10  0.02
O18 3.07 1.47 4.19  -0.46
C26 3.03 0.07 4.14  0.21
C27 4.36 -0.38 3.50  -0.90
O19 4.31 -0.05 2.17  -0.31
H68 3.99 1.73 4.16  0.30
H69 3.10 -0.23 5.19  0.27
H70 2.03 -0.24 3.83  -0.05
H71 4.49 -1.42 3.78  0.27
H72 5.21 0.14 3.93  0.48
H73 3.64 -0.58 1.73  0.17
O20 0.63 -4.63 -0.62  0.54
C28 1.26 -5.85 -0.20  -0.61
C29 2.63 -5.48 0.42  -0.66
O21 3.58 -4.83 -0.45  -0.39
H74 0.72 -4.55 -1.57  -0.31
H75 0.66 -6.21 0.64  0.22
H76 1.25 -6.48 -1.09  0.47
H77 2.81 -6.49 0.80  0.45
H78 2.41 -4.97 1.35  0.33
H79 4.45 -4.77 -0.07  0.25

=====

[2]
4 unconnected molecules or ions with the total composition C4H14O4. Source: OMol25; level of theory: ωB97M-V/def2-TZVPD.

F_max in eV/A: 0.9
E in Ha: -461.73371
Gap between HOMO and LUMO in eV: 10.66
SMILES string: CC(C)C=O.O.O.O
Energy relative to the best compared isomer or geometry (same formula, charge and spin) in kJ/mol: 59.2
Charge: 0

Last column: Mulliken charge in e.
Cartesian coordinates (Å):
C1 -1.36 0.41 4.83  -1.39
C2 -0.17 0.58 3.90  0.68
C3 0.27 2.05 3.76  -1.40
C4 -0.54 0.09 2.49  -0.17
O1 -1.41 -0.71 2.29  -0.48
H1 -2.16 1.08 4.52  0.34
H2 -1.13 0.78 5.83  0.39
H3 -1.64 -0.64 4.86  0.35
H4 0.66 -0.05 4.23  0.26
H5 -0.16 2.52 2.87  0.35
H6 1.35 2.15 3.60  0.34
H7 0.01 2.66 4.63  0.35
H8 -0.02 0.58 1.65  0.39
O2 4.35 -0.46 -5.08  -0.63
H9 4.96 0.17 -4.69  0.32
H10 4.75 -1.32 -4.91  0.32
O3 0.40 -2.52 -6.54  -0.64
H11 0.87 -2.98 -5.84  0.31
H12 0.07 -1.71 -6.13  0.33
O4 -2.71 -0.76 -5.62  -0.63
H13 -3.28 -1.51 -5.82  0.32
H14 -3.10 -0.38 -4.83  0.32

=====

[3]
A molecular structure, C17H31BCrF4N5O3P2S3 in a non-equilibrium geometry. Source: OMol25; level of theory: ωB97M-V/def2-TZVPD.

F_max in eV/A: 2.5
E in Ha: -4512.50575
⟨S²⟩: 6.025
Gap between HOMO and LUMO (alpha / beta) in eV: 5.26 / 5.78
Energy relative to the best compared isomer or geometry (same formula, charge and spin) in kJ/mol: 85.7
Multiplicity: 5
Charge: -1

Last column: Mulliken spin population.
Cartesian coordinates (Å):
Cr1 1.36 -1.11 0.76  3.82
C1 -3.33 3.05 0.80  0.00
N1 -2.28 2.30 1.45  0.00
C2 -1.49 3.02 2.41  0.00
P1 -1.57 1.02 0.64  0.03
O1 -0.55 0.37 1.46  0.07
O2 -0.98 1.70 -0.72  0.00
P2 0.49 1.52 -1.44  0.03
O3 1.18 0.29 -1.06  -0.01
N2 1.33 2.90 -1.05  0.00
C3 0.81 4.18 -1.44  0.00
C4 1.93 2.87 0.27  0.02
N3 0.09 1.62 -3.05  0.00
C5 0.51 0.54 -3.91  0.00
C6 -1.09 2.33 -3.51  0.00
N4 -2.91 0.18 0.09  0.00
C7 -3.31 -0.95 0.90  0.00
C8 -3.14 -0.03 -1.33  0.00
H1 -3.99 3.47 1.57  0.00
H2 -3.90 2.37 0.17  0.00
H3 -2.94 3.87 0.19  0.00
H4 -2.11 3.31 3.26  0.00
H5 -1.05 3.94 1.98  0.00
H6 -0.69 2.37 2.76  0.00
H7 0.53 4.15 -2.49  0.00
H8 1.60 4.92 -1.31  0.00
H9 -0.05 4.49 -0.84  0.00
H10 2.35 1.89 0.44  -0.01
H11 1.19 3.08 1.06  0.00
H12 2.72 3.61 0.34  0.00
H13 1.29 -0.02 -3.42  0.00
H14 0.89 0.94 -4.85  0.00
H15 -0.33 -0.14 -4.14  0.00
H16 -1.48 2.95 -2.71  0.00
H17 -1.87 1.62 -3.82  0.00
H18 -0.83 2.96 -4.36  0.00
H19 -2.90 -0.82 1.90  0.00
H20 -2.93 -1.89 0.50  0.00
H21 -4.41 -0.98 0.96  0.00
H22 -3.08 0.93 -1.85  0.00
H23 -4.15 -0.43 -1.44  0.00
H24 -2.42 -0.73 -1.77  0.00
S1 2.76 -2.37 -0.69  0.01
C9 1.78 -3.80 -0.90  0.00
C10 2.40 -4.96 -1.35  0.01
C11 1.68 -6.12 -1.58  0.00
C12 0.30 -6.12 -1.39  0.00
C13 -0.33 -4.97 -0.94  0.00
C14 0.39 -3.81 -0.68  0.00
S2 -0.44 -2.37 -0.10  -0.05
H25 3.46 -4.94 -1.51  0.00
H26 2.18 -7.01 -1.92  0.00
H27 -0.27 -7.01 -1.59  0.00
H28 -1.40 -4.98 -0.78  0.00
S3 1.71 -1.81 5.21  0.02
C15 0.80 -3.06 4.42  -0.01
C16 0.56 -2.74 3.13  0.07
N5 1.07 -1.55 2.72  -0.09
C17 1.63 -0.90 3.72  0.09
H29 0.48 -3.93 4.96  0.00
H30 0.02 -3.35 2.43  -0.01
H31 2.15 0.03 3.64  0.00
F1 4.86 1.48 0.99  0.00
B1 4.16 0.84 1.97  0.02
F2 3.08 0.06 1.34  -0.01
F3 4.93 -0.03 2.68  0.00
F4 3.54 1.76 2.79  0.00

=====

[4]
8 unconnected molecules or ions with the total composition C4H27N2O7S in a non-equilibrium geometry. Source: OMol25; level of theory: ωB97M-V/def2-TZVPD.

F_max in eV/A: 3.6
E in Ha: -1202.36808
⟨S²⟩: 0.755
Gap between HOMO and LUMO (alpha / beta) in eV: 10.64 / 4.95
Energy relative to the best compared isomer or geometry (same formula, charge and spin) in kJ/mol: 102.0
Multiplicity: 2
Charge: +2

Last column: Mulliken spin population.
Cartesian coordinates (Å):
C1 -0.63 -0.18 1.20  -0.02
N1 -1.57 -0.46 0.08  0.18
C2 -2.80 0.34 0.14  0.04
C3 -2.60 1.84 -0.16  0.03
S1 -4.12 2.81 0.13  0.77
C4 -0.79 -1.30 2.24  0.01
N2 -0.76 -2.62 1.55  0.00
H1 -0.75 0.86 1.68  0.00
H2 0.41 -0.14 0.81  0.00
H3 -1.08 -0.32 -0.84  -0.01
H4 -3.31 0.26 1.18  0.00
H5 -3.53 -0.12 -0.61  0.00
H6 -1.88 2.21 0.47  0.01
H7 -2.27 1.97 -1.23  0.00
H8 -4.69 2.78 -1.10  -0.01
H9 -1.77 -1.14 2.85  0.00
H10 0.08 -1.26 2.99  0.00
H11 -0.97 -3.43 2.16  0.00
H12 0.17 -2.75 1.09  0.00
H13 -1.44 -2.55 0.73  0.00
H14 1.99 1.68 0.04  0.00
H15 2.50 2.34 1.31  0.00
O1 1.95 1.62 1.01  0.00
H16 2.31 0.17 1.74  0.00
H17 3.40 -0.71 2.54  0.00
O2 2.45 -0.73 2.19  0.00
H18 3.35 0.53 -1.94  0.00
H19 4.50 -0.01 -2.77  0.00
O3 3.90 -0.22 -2.00  0.00
H20 2.17 -2.81 -2.38  0.00
H21 2.73 -1.44 -1.95  0.00
O4 1.97 -2.07 -1.87  0.00
H22 1.31 1.08 -1.93  0.00
H23 1.87 2.53 -2.11  0.00
O5 2.04 1.67 -1.66  0.00
H24 1.88 -2.57 -0.32  0.00
H25 2.10 -2.09 1.23  0.00
O6 1.70 -2.82 0.69  0.00
H26 -0.11 -0.20 -3.26  0.00
H27 0.75 -0.91 -2.23  0.00
O7 0.16 -0.13 -2.36  0.00

=====

[5]
2 unconnected molecules or ions with the total composition C4H14N3 in a non-equilibrium geometry. Source: OMol25; level of theory: ωB97M-V/def2-TZVPD.

F_max in eV/A: 2.8
E in Ha: -324.28505
⟨S²⟩: 0.760
Gap between HOMO and LUMO (alpha / beta) in eV: 9.70 / 4.31
Energy relative to the best compared isomer or geometry (same formula, charge and spin) in kJ/mol: 324.8
Multiplicity: 2
Charge: +2

Last column: Mulliken spin population.
Cartesian coordinates (Å):
C1 -0.25 1.60 -0.06  0.04
C2 1.35 0.05 0.84  -0.06
N1 0.34 0.31 -0.05  0.63
N2 1.97 0.97 1.59  0.08
N3 1.50 -1.19 1.27  0.12
H1 -0.03 -0.28 -0.81  -0.03
H2 2.26 1.89 1.25  0.00
H3 1.80 0.72 2.57  0.00
H4 0.87 -1.88 0.88  0.00
H5 2.44 -1.56 1.37  0.00
H6 -1.32 1.54 -0.25  0.04
H7 0.17 2.28 -0.82  0.10
H8 -0.17 2.11 0.90  0.02
C3 -1.96 -0.72 -2.34  0.01
C4 -2.43 -0.95 -0.92  0.01
H9 -2.77 -0.61 -3.06  0.01
H10 -1.30 0.13 -2.46  0.00
H11 -1.29 -1.51 -2.71  0.01
H12 -1.82 -1.77 -0.49  0.03
H13 -3.46 -1.33 -0.86  0.01
H14 -2.38 -0.06 -0.30  0.00